{
  "formula": "C47H98F30N12O27S10",
  "method": "ωB97M-V/def2-TZVPD",
  "total_charge": 2,
  "total_energy_ha": -11515.1972,
  "homo_ev": -13.2,
  "orbital_gap_ev": 7.270,
  "species": ["S", "S", "S", "S", "S", "S", "S", "S", "S", "S", "F", "F", "F", "F", "F", "F", "F", "F", "F", "F", "F", "F", "F", "F", "F", "F", "F", "F", "F", "F", "F", "F", "F", "F", "F", "F", "F", "F", "F", "F", "O", "O", "O", "O", "O", "O", "O", "O", "O", "O", "O", "O", "O", "O", "O", "O", "O", "O", "O", "O", "O", "O", "O", "O", "O", "O", "O", "N", "N", "N", "N", "N", "N", "N", "N", "N", "N", "N", "N", "C", "C", "C", "C", "C", "C", "C", "C", "C", "C", "C", "C", "C", "C", "C", "C", "C", "C", "C", "C", "C", "C", "C", "C", "C", "C", "C", "C", "C", "C", "C", "C", "C", "C", "C", "C", "C", "C", "C", "C", "C", "C", "C", "C", "C", "C", "C", "H", "H", "H", "H", "H", "H", "H", "H", "H", "H", "H", "H", "H", "H", "H", "H", "H", "H", "H", "H", "H", "H", "H", "H", "H", "H", "H", "H", "H", "H", "H", "H", "H", "H", "H", "H", "H", "H", "H", "H", "H", "H", "H", "H", "H", "H", "H", "H", "H", "H", "H", "H", "H", "H", "H", "H", "H", "H", "H", "H", "H", "H", "H", "H", "H", "H", "H", "H", "H", "H", "H", "H", "H", "H", "H", "H", "H", "H", "H", "H", "H", "H", "H", "H", "H", "H", "H", "H", "H", "H", "H", "H", "H", "H", "H", "H", "H", "H"],
  "coordinates": [[3.5298, 1.4560, 0.0608], [-0.9793, -3.0262, 4.3375], [-4.2222, 2.5363, 2.0096], [0.9675, -5.3671, -2.3356], [-1.5786, 2.8951, -3.3304], [-0.0792, -1.6092, 6.5717], [3.8297, 2.2314, 2.7503], [-3.6111, 4.0242, 4.2942], [0.8908, -6.6157, 0.2104], [-2.2975, 1.1497, -5.3345], [3.9420, 2.2511, -2.3351], [1.9795, -3.1684, 5.8217], [-1.6527, 4.1028, -5.7929], [3.5077, -6.2090, -3.0678], [-5.2658, 0.4199, 1.1132], [-6.6028, 1.3072, 2.4577], [-4.8338, 0.3706, 3.2245], [-3.5580, -2.6425, 5.1158], [3.2848, -6.7543, 1.3862], [-2.8488, -1.0593, 3.8378], [-0.5072, 5.0184, -4.2470], [-3.1728, -1.0231, -4.0085], [-2.7053, 5.1966, -4.1645], [5.6401, 3.7653, 1.9057], [5.7147, 2.3963, -0.9054], [4.1673, 3.8643, -0.9057], [6.3224, 1.7695, 2.5743], [-5.6057, 4.7231, 5.8971], [-5.2988, 6.0610, 4.2628], [2.0550, -5.9948, -4.6992], [2.1275, -2.6616, 7.9194], [2.5006, -1.1213, 6.5317], [-3.7579, 5.9476, 5.9273], [-4.5969, -0.3881, -5.3638], [-3.2022, -3.0571, 3.0527], [1.8614, -8.1655, 2.0235], [5.7595, 3.2498, 4.0589], [1.8374, -7.5745, -3.2754], [2.9434, -8.3567, 0.0907], [-2.7798, -1.2170, -6.1981], [-0.3358, -2.9323, 3.0174], [-0.1003, -0.1995, 6.8631], [3.0172, 3.0140, 3.6208], [-2.9189, 1.9047, 2.0603], [-3.0245, 1.9565, -6.2795], [-4.6501, 3.0750, 0.7557], [1.4930, -4.0478, -2.4630], [-2.0562, 3.4259, -2.0270], [-0.4349, -5.5739, -2.6547], [1.8213, -1.1577, -2.6386], [-2.4407, 4.7461, 3.8426], [4.0056, 0.8154, 3.1485], [0.0438, 7.7549, 2.0593], [-0.9294, 0.7689, -5.7004], [0.9205, 4.2188, 6.8411], [-5.8482, 2.0271, -5.0978], [4.7449, -2.6643, 5.4503], [-0.1842, -7.5375, -0.0789], [-0.7802, -2.4598, 7.4770], [2.2366, 1.2861, -0.5251], [4.3844, 0.3449, 0.2758], [-3.4259, 3.0933, 5.4042], [-1.2647, -4.2245, 5.0978], [-1.2412, -10.5736, 1.9361], [0.6062, -5.6944, 1.2867], [4.6140, 1.3159, -6.0078], [-0.1856, 2.6718, -3.4274], [1.5892, -6.0269, -1.0581], [-0.2391, -1.0264, -0.2058], [-1.3814, -8.1645, 2.6723], [3.3286, 2.4213, 1.2685], [-4.5296, 3.4676, 3.2060], [0.4718, 4.9016, 0.4618], [-2.5097, 1.7619, -3.8349], [-0.9169, 2.2888, 6.4154], [-6.4919, 2.8153, -2.1122], [3.6387, 1.2941, -6.6294], [-0.3301, -1.7733, 5.0569], [4.7656, -2.9742, 2.2879], [-6.2340, 3.2869, -4.5660], [-0.7770, 6.6677, 1.7082], [0.5068, 3.9723, 5.4986], [-3.3041, -0.4886, -5.2208], [2.9449, 2.6288, -6.8842], [-2.7075, -8.8831, 2.5763], [1.0114, 5.5777, 7.2841], [-0.1310, 3.6341, 1.0472], [2.3583, -7.5310, 0.9158], [5.8888, -1.9498, 1.7982], [1.6779, 5.2004, 1.3176], [-0.1777, -0.2565, -1.5625], [2.3853, 2.6017, -8.2927], [4.4406, 2.5724, -1.0721], [3.8419, -2.4057, 3.2868], [1.5743, 1.3175, -8.6338], [-7.6110, 2.5306, -1.0433], [1.7680, 2.6734, -5.8691], [-3.7473, -7.7363, 2.3473], [3.9572, -3.3620, 1.0846], [-5.5918, 1.7146, -2.1749], [-7.1582, 3.0381, -3.4235], [-4.6385, 5.2692, 5.1832], [5.4907, 2.8106, 2.8548], [-1.1458, -2.1708, -0.2791], [2.2281, -0.6532, -6.2995], [-1.6598, 4.4316, -4.4356], [-2.5256, -10.0190, 1.5365], [1.7182, -2.1894, 6.7455], [-0.9944, -11.7811, 1.1348], [4.4702, -0.9493, -7.4293], [0.0364, 1.8045, 4.1668], [3.2479, -0.0688, -7.2500], [-5.8072, 4.0632, -1.6149], [-0.8975, -0.0694, 0.7001], [0.4258, -1.0324, -2.7177], [2.1974, -6.3247, -3.4166], [3.9398, 3.8029, -6.7177], [-5.3215, 1.1339, 2.2635], [-0.4255, 6.0952, 0.4048], [0.2637, 2.4867, 5.5569], [2.4913, 0.1572, -8.5829], [5.4585, -4.1579, 2.7790], [0.8559, 4.5266, -0.9473], [4.4071, -1.6616, 4.4960], [1.1490, -1.4973, 0.2784], [-2.7721, -2.4262, 4.0929], [4.9099, -2.2492, 6.2930], [1.4077, 3.5710, -0.9219], [1.3717, 5.4667, 2.2970], [-5.3959, 3.8552, -4.2566], [2.2659, 2.5208, -4.8919], [-0.9892, 3.3811, 0.4286], [1.4233, 3.7200, -5.8848], [3.3288, 4.7491, -6.8838], [1.5613, 6.1860, 6.5857], [2.2235, 6.0421, 0.8766], [1.2320, -0.2305, -6.5718], [0.9435, 1.9867, -6.0443], [-1.6331, -12.6202, 1.5639], [-0.0441, -2.0599, -2.7992], [-0.6025, -8.7764, 3.0205], [0.9266, -1.8463, 1.2745], [3.1967, 0.1772, -9.4187], [1.9015, -0.6986, -8.7031], [-1.3655, -11.5286, 0.2155], [1.4252, 5.3576, -1.2818], [-0.3868, 8.4874, 2.5546], [-0.4313, 3.8573, 2.0439], [5.3073, -1.0962, 4.1496], [0.0491, 0.7332, 4.2003], [4.8093, -1.3174, -6.4403], [1.7900, -0.6457, 0.1898], [-2.1304, -1.8200, -0.5550], [3.6994, -0.9659, 4.9135], [0.1431, 6.8074, -0.2221], [0.5994, 2.8084, 1.1146], [-5.5793, 3.9098, -0.6296], [-4.7434, 1.7857, -2.8361], [4.3723, 3.8498, -5.7171], [-0.3895, 4.5489, 5.2778], [1.6106, 5.4504, 8.2035], [1.3114, 4.1543, 4.7096], [4.7207, 3.6394, -7.4591], [-2.5197, -9.6975, 0.4514], [-6.4083, 4.9283, -1.7712], [0.3207, 0.6404, -1.3238], [-0.7375, 2.9191, 7.2333], [-0.6744, 5.8979, 2.4985], [-5.2465, 1.4828, -1.1761], [-1.9068, 6.7933, 1.6779], [5.3691, -0.9874, 1.7290], [4.5283, -4.0568, 0.4840], [2.5122, -0.3765, -5.3181], [-3.8748, -7.2287, 3.3390], [-3.4145, -10.6529, 1.6647], [3.2710, -1.5344, 2.8266], [3.7166, -2.4615, 0.5657], [-0.1313, 0.6826, 0.8208], [-7.7927, 1.4662, -0.8855], [-8.4495, 3.1162, -1.4140], [0.0435, 6.0796, 7.4167], [2.1952, -1.7252, -6.4886], [-1.7626, 2.6455, 5.9645], [-6.8195, 3.8697, -5.3537], [4.7009, -4.8701, 2.9511], [-7.3085, 2.8621, -0.0988], [3.2141, 2.6183, -9.0614], [-1.0499, -0.6390, 1.6458], [-4.6589, -8.1288, 2.0571], [4.2795, -1.8007, -8.1318], [1.7364, 3.4747, -8.3897], [-4.8760, 4.2546, -2.1953], [-2.9502, -9.3345, 3.5438], [3.1802, -3.2138, 3.5457], [-0.8051, -2.8771, -1.0716], [-1.0658, -2.7034, 0.7132], [1.1802, 1.4059, -9.6710], [2.0572, -2.1143, -2.8764], [-1.5201, -7.3097, 3.2928], [1.1022, 2.0590, 6.1665], [-1.0587, 1.3477, 6.7145], [2.2413, 4.3365, 1.2297], [-1.0413, -7.9429, 1.7399], [1.4693, -2.2662, -0.4045], [-7.6900, 2.1300, -3.6597], [0.8977, 2.1630, 3.5598], [0.1731, -0.4692, -3.6471], [5.2916, -0.3788, -7.9153], [-0.0480, 4.4067, -1.4816], [-4.8800, 1.9590, -5.3109], [-1.3252, 5.8007, -0.1503], [6.2304, -2.3063, 0.8247], [-1.7485, 0.2981, 0.1982], [6.6671, -1.8204, 2.6157], [-3.3395, -7.0138, 1.6090], [-0.8600, 2.0499, 3.6247], [0.7177, 1.1358, -7.9766], [0.0220, -12.0540, 1.0366], [6.1679, -4.5997, 2.0607], [5.8617, -3.8774, 3.7375], [-7.8904, 3.8528, -3.2287], [-1.2241, 0.0112, -1.8178], [-6.2020, 0.8769, -2.3850], [3.0192, -3.7616, 1.4096]],
  "atomic_forces_ev_per_a": [[-0.485, 1.194, 0.556], [-0.624, 1.611, -0.571], [1.403, -0.147, 0.335], [0.721, -0.994, -0.822], [-1.192, 2.546, 2.125], [-0.029, -0.662, 1.570], [-1.747, -4.436, 0.769], [0.893, -0.159, 2.071], [0.088, 0.522, 0.029], [0.491, -0.122, -0.317], [1.545, 0.267, 0.995], [-0.418, 1.057, 0.650], [-0.408, 0.498, 1.818], [-1.419, 0.358, -0.200], [0.466, -0.165, -0.412], [-0.787, 1.134, 0.566], [-0.135, 0.139, 0.364], [-0.013, -0.361, 0.538], [1.014, 1.718, 0.278], [0.570, -1.552, 0.098], [0.296, 1.416, 0.515], [1.118, -0.540, 0.105], [0.349, 0.153, -0.186], [0.560, -0.191, 0.829], [0.860, -0.221, -0.739], [-0.111, -0.021, 0.128], [-0.279, 1.145, -0.019], [0.638, -0.011, 0.421], [1.309, -0.181, 1.087], [0.278, 0.341, -0.046], [-0.966, -0.107, -0.042], [-0.036, 0.120, -0.445], [-1.040, 0.048, -0.212], [-0.624, 0.712, -0.961], [-1.032, -0.923, -1.680], [-0.077, -0.470, -0.748], [0.222, 0.398, 0.020], [0.109, -1.301, -0.047], [-0.337, -0.858, -0.430], [-0.218, -0.369, 0.452], [-1.224, -1.363, 1.072], [0.591, 0.074, 0.072], [0.052, 0.955, 0.004], [-0.426, 0.535, -0.137], [-0.273, -0.529, 0.053], [-0.055, 0.218, -0.035], [-0.025, 1.925, -0.100], [0.261, -1.154, -2.038], [1.754, -0.155, 0.452], [1.023, -1.856, -0.325], [-0.338, -0.381, -0.222], [-0.521, 2.049, -0.848], [-0.105, 1.070, 0.001], [-1.685, 0.268, 0.829], [-0.182, 0.672, -0.299], [0.915, -0.097, -0.054], [0.293, -0.004, -0.284], [0.133, -0.509, 0.315], [-0.136, -0.261, -0.141], [-0.316, -0.189, -0.554], [0.388, -0.998, -0.156], [0.502, 0.083, -0.669], [1.148, 0.403, -1.057], [-0.928, -0.907, -1.011], [0.131, 0.096, -0.290], [1.749, -0.053, 1.539], [1.646, -1.141, -0.014], [-0.656, -0.149, 1.497], [0.291, 0.226, -1.883], [0.409, -0.008, 1.967], [0.329, 0.407, 1.130], [-1.041, 0.176, -0.727], [0.635, -1.434, 0.495], [-0.189, -0.805, -0.975], [-0.123, 2.349, 1.016], [-1.383, 1.698, 1.559], [-0.497, 0.036, -2.097], [-0.047, -0.354, -0.057], [1.985, 1.399, -2.034], [-0.862, -0.135, -1.807], [-1.999, -0.400, 2.118], [1.213, 0.051, -0.183], [0.853, 0.656, 0.585], [-1.166, 0.001, 0.002], [-0.386, 0.691, -0.632], [0.445, -0.742, 0.308], [-0.273, 0.504, -0.347], [-1.217, -0.542, 0.681], [-1.175, 0.086, 1.768], [-0.653, 1.563, -1.930], [-0.857, -1.614, 0.163], [-0.158, -0.951, -1.438], [-1.904, -0.035, -1.194], [-1.216, 2.850, 0.102], [-0.164, 1.405, -0.237], [0.316, -0.181, -1.955], [1.457, 0.756, 0.667], [2.720, 0.385, 1.041], [0.324, 0.456, 0.431], [1.030, -1.764, 1.315], [-1.089, 0.604, 0.489], [-1.094, 0.529, -1.834], [1.626, -0.077, -1.132], [0.794, -2.111, -0.108], [-1.105, 0.398, -0.950], [-0.329, -1.958, -1.830], [0.485, 1.064, 0.454], [0.579, -0.272, -0.258], [-1.916, -0.341, 2.855], [0.982, 0.170, 0.006], [1.724, 1.025, 0.367], [-1.140, 0.268, -1.276], [0.832, 0.131, -3.137], [2.180, -1.033, 1.611], [-0.834, -0.619, -0.745], [-0.582, 0.189, -0.196], [-1.208, -0.175, 0.177], [0.004, -1.938, -0.399], [0.404, -0.442, -1.868], [-0.024, -1.379, -1.126], [1.732, 0.222, -0.170], [0.372, -0.292, 0.488], [0.664, -0.307, 1.539], [1.612, -1.357, -0.472], [-2.016, 0.582, -0.567], [1.485, 2.364, 0.411], [0.129, 0.155, 0.449], [-0.131, 0.606, -0.081], [-0.223, -0.053, 0.879], [0.952, 0.788, 0.115], [-0.809, -0.045, -0.101], [-0.052, -0.201, 0.064], [-0.118, -0.466, 0.008], [1.002, -1.213, -0.045], [0.471, 0.161, -0.404], [-0.180, -0.081, 0.056], [0.634, -0.418, 0.727], [0.204, 0.040, 0.083], [1.006, 0.864, -0.501], [0.328, 1.136, 0.038], [-1.028, 0.485, 0.042], [0.472, -0.215, 0.438], [0.083, 0.119, 0.065], [-0.650, -1.644, -0.288], [-0.780, 0.165, -2.709], [0.700, 0.451, -0.793], [0.066, -1.112, -0.563], [-0.509, 0.130, 0.764], [-0.626, -0.190, 0.471], [0.231, -0.650, 0.373], [-0.021, 0.025, -0.710], [0.368, 0.234, 0.292], [-0.324, -0.021, 0.296], [-0.214, 0.133, -0.413], [-0.416, -0.071, 0.361], [-0.060, 0.688, -0.468], [0.573, -0.114, 2.091], [-0.057, 0.455, -0.288], [-0.048, -0.022, -0.106], [-0.205, 0.048, -0.279], [-0.614, 0.678, -0.241], [-0.843, 0.078, 1.183], [0.101, 0.549, 0.006], [0.223, -0.016, 1.131], [-0.905, 0.443, -0.017], [0.843, 0.947, -0.044], [-0.264, -0.806, -0.411], [-0.124, 0.165, -0.313], [0.416, 0.409, 0.336], [1.334, 0.783, 0.282], [0.190, -0.249, -0.318], [-0.025, -0.064, -0.169], [-0.126, -0.355, 1.404], [0.015, -0.236, -0.932], [0.528, -0.491, 0.014], [0.473, -1.458, -0.237], [0.090, 0.638, -0.633], [-0.228, 0.656, 0.472], [-0.156, 0.054, -0.834], [-0.258, -0.406, 0.377], [0.025, -0.426, 0.292], [0.064, -0.014, 0.370], [-0.508, -0.046, -0.210], [0.820, -0.596, 0.930], [-0.845, -1.144, 0.354], [0.752, 0.884, 1.221], [-0.747, 0.430, 0.780], [-0.359, 0.879, -0.486], [-1.881, -0.638, -0.721], [-0.288, 0.711, 0.839], [0.306, 0.098, -0.130], [-0.526, -0.486, 0.430], [0.493, -0.033, -0.145], [-0.407, -0.116, 0.380], [-0.182, 0.464, 0.619], [-0.552, 0.543, -1.023], [0.172, 0.026, 0.730], [-0.575, 1.831, 0.609], [0.725, -1.151, -1.173], [-0.519, 0.107, -1.087], [0.155, -1.219, 0.283], [1.345, -1.491, 0.441], [-0.029, 0.787, -0.712], [0.033, -0.380, -0.050], [-0.415, -0.304, 0.027], [-0.561, -0.502, 0.228], [-0.098, -0.277, 0.549], [-0.368, -0.290, 0.419], [-0.806, -0.112, -0.637], [-1.300, 0.632, 0.038], [0.273, -0.107, 0.067], [0.198, 0.047, 0.394], [-1.142, 0.447, -0.001], [-0.829, -0.681, -1.258], [-0.510, -0.412, 0.310], [-0.677, 0.618, 0.203], [0.020, 0.396, -0.081], [1.105, 0.035, 0.481], [-0.156, 0.671, 0.287], [0.637, -0.237, 0.218], [0.558, -0.414, -0.477], [0.458, -0.362, 0.169], [-0.380, -1.098, -0.900], [-0.417, -0.720, 0.278]]
}